CH7IN3 as an isolated structure in a non-equilibrium geometry, computed with wB97M-V/def2-TZVPD.

Structure (XYZ):
```
12
Properties=species:S:1:pos:R:3:forces:R:3
C -0.511 0.786 0.316 -3.36 4.49 -0.85
N -1.217 -0.199 -0.584 -0.33 -0.01 1.78
N 0.790 0.418 0.467 1.03 -0.05 -1.02
N 1.130 -0.857 0.041 -2.77 -0.19 0.27
I -1.484 0.767 2.333 -0.16 0.04 -0.58
H -0.927 2.032 -0.261 1.89 -3.61 1.94
H -1.768 0.183 -1.354 -0.55 0.11 0.71
H -0.408 -0.613 -0.990 1.39 -1.57 -0.91
H 1.435 1.011 0.962 -0.04 -0.16 0.29
H 0.854 -1.623 0.629 0.13 0.01 0.92
H -1.653 -0.907 0.071 -0.12 0.78 -1.43
H 2.017 -0.991 -0.279 2.89 0.15 -1.12
```
Positions in Å, forces in eV/Å.

As for the energy above the lowest of the compared OMol25 structures with the same formula, charge and spin: 414.9 kJ/mol. As for the HOMO energy: -13.25 eV. The gap between HOMO and LUMO comes out at 9.07 eV. The total energy is -13711.7618 eV. The value obtained for the molar mass is 188.0 g mol⁻¹. Its total charge is +1.